The following is a DFT calculation (ωB97M-V/def2-TZVPD) of C41H44N6OS2Sn as an isolated structure at a distorted geometry.

Cartesian coordinates (Å):
Sn -0.67443 -0.71795 -1.31621
C -1.65646 2.89093 -0.41278
C -2.26458 2.24313 0.82740
C -2.59992 0.75109 0.74416
N -1.48032 -0.17573 0.54873
C -0.85385 -0.71824 1.60051
C -1.06899 -0.22640 2.89814
C -0.70136 -0.69377 4.14918
C -0.00868 -1.83720 4.50873
C 0.54821 -2.74353 3.62871
C 0.60345 -2.71142 2.24279
C 0.08916 -1.81400 1.29590
N 0.37103 -1.96846 -0.00042
C 1.28313 -3.00950 -0.46496
C 1.46540 -3.01380 -1.98006
C 1.92950 -1.71164 -2.62232
N 0.84789 -0.73747 -2.71820
C 0.92490 0.35676 -3.49064
C 2.08730 0.63499 -4.21788
C 2.39032 1.60429 -5.16124
C 1.59533 2.61009 -5.67754
C 0.29981 2.88965 -5.28386
C -0.48161 2.30237 -4.30112
C -0.26536 1.22048 -3.44147
N -1.19452 0.86462 -2.53975
C -2.49710 1.52336 -2.44565
C -2.51018 2.85431 -1.67723
H -0.68004 2.46073 -0.61290
H -1.47782 3.93900 -0.15937
H -3.19702 2.75806 1.07796
H -1.58494 2.41241 1.66675
H -3.30902 0.57513 -0.06311
H -3.12582 0.47316 1.66142
H -1.62876 0.69609 2.93610
H -1.03268 -0.06873 4.97086
H 0.11621 -2.03084 5.56578
H 1.04592 -3.59500 4.07955
H 1.16307 -3.53152 1.81416
H 0.91366 -4.00200 -0.17575
H 2.25670 -2.87892 0.02270
H 0.54917 -3.35283 -2.46835
H 2.22095 -3.77126 -2.19586
H 2.29790 -1.95303 -3.62264
H 2.77362 -1.29049 -2.05653
H 2.90567 -0.04293 -4.01911
H 3.39569 1.54277 -5.56208
H 2.02378 3.23486 -6.44969
H -0.17964 3.71265 -5.80148
H -1.44619 2.77432 -4.18403
H -3.16662 0.80294 -1.97548
H -2.90771 1.67806 -3.44649
H -3.54942 3.10294 -1.44403
H -2.15519 3.64611 -2.33937
N -4.51787 -2.33723 -0.61523
C -3.23945 -2.68030 -0.65103
S -2.34434 -2.42555 -2.12673
N -2.64694 -3.25043 0.38099
C -3.16919 -3.50393 1.68880
C -3.96759 -2.57779 2.34612
C -4.42016 -2.86196 3.62654
C -4.06368 -4.04908 4.24842
C -3.24880 -4.95927 3.58882
C -2.80133 -4.69178 2.30620
H -4.94316 -1.98789 -1.45928
H -5.11772 -2.64168 0.13961
H -1.70215 -3.56475 0.20527
H -4.21619 -1.63181 1.88343
H -5.04913 -2.14721 4.13922
H -4.42143 -4.26628 5.24502
H -2.96968 -5.88671 4.06922
H -2.17798 -5.40424 1.77976
O 0.89702 0.89037 -0.34981
S 2.28279 1.38532 -0.71568
C 2.30712 3.08690 -0.20961
C 1.95305 3.46186 1.08092
C 1.93119 4.80660 1.40049
C 2.26387 5.75976 0.44078
C 2.61378 5.37341 -0.84259
C 2.63147 4.02467 -1.17721
C 3.38175 0.64661 0.47596
C 2.89097 0.11952 1.65986
C 3.77807 -0.46664 2.54975
C 5.13370 -0.51949 2.25006
C 5.61063 0.00797 1.05794
C 4.73112 0.59012 0.15715
H 1.70353 2.71197 1.82173
H 1.66484 5.11850 2.40120
H 2.25214 6.80942 0.70164
H 2.87143 6.11708 -1.58385
H 2.89496 3.70564 -2.17849
H 1.83219 0.17204 1.87410
H 3.41233 -0.87715 3.48186
H 5.82227 -0.97504 2.94876
H 6.66601 -0.03874 0.82764
H 5.09097 0.99856 -0.77967

Calculated values
Orbital gap (eV): 7.482
Charge: +2
E_LUMO (eV): -5.11
ΔE to the lowest compared entry with this formula, charge and spin (kcal/mol): 0.00
Calculated total energy (Ha): -3002.759205

Mulliken population analysis, charges in e, atoms 1 to 5: Sn 1.1610; C 0.6477; C -1.1801; C -1.8010; N 0.6295